(1)
7 unconnected molecules or ions with the total composition C27H46NO12S. Source: the Open Molecules 2025 dataset; level of theory: ωB97M-V/def2-TZVPD.

Structure (XYZ):
```
87
Properties=species:S:1:pos:R:3
C -0.50266 0.15482 -2.49576
C -0.93695 -0.08617 -3.93601
S -2.34945 0.89460 -4.49697
C -3.51193 0.56606 -3.19125
N -3.70432 -0.92585 -2.98781
H -0.26175 1.20018 -2.31080
H -1.25290 -0.17943 -1.77037
H 0.37708 -0.45238 -2.28583
H -0.14008 0.21356 -4.61919
H -1.10378 -1.15076 -4.12300
H -4.46723 0.97528 -3.51872
H -3.24022 1.01381 -2.23680
H -3.56843 -1.39493 -3.88768
H -4.63209 -1.14699 -2.62456
H -3.00777 -1.29164 -2.33515
O 1.08879 -1.89763 -0.30869
C 2.13178 -1.31790 -0.12773
O 2.47408 -0.25264 -0.86991
C 3.81755 0.18350 -0.52722
C 4.06735 -0.35927 0.87281
C 3.22897 -1.63651 0.86446
H 4.49889 -0.23745 -1.26768
H 3.84429 1.26714 -0.59530
H 5.12208 -0.51002 1.08458
H 3.66667 0.32917 1.61814
H 3.79015 -2.49378 0.48457
H 2.80572 -1.88516 1.83469
O 6.95912 -0.21203 2.22140
C 6.84499 -0.47681 3.38343
O 6.02360 -1.46403 3.80517
C 5.96847 -1.48354 5.24290
C 7.25665 -0.80862 5.70520
C 7.50150 0.18945 4.57460
H 5.07725 -0.93329 5.54874
H 5.88549 -2.51790 5.56953
H 7.16663 -0.35550 6.68935
H 8.06561 -1.53883 5.73910
H 6.98749 1.13702 4.74650
H 8.54847 0.38956 4.36622
O -5.87806 5.23099 -8.63360
C -5.09557 4.73909 -7.88189
O -5.21757 3.44998 -7.45600
C -4.20523 3.14845 -6.48851
C -3.08588 4.15563 -6.73589
C -3.87257 5.36560 -7.23742
H -4.64256 3.27616 -5.49610
H -3.89523 2.11454 -6.63330
H -2.48852 4.34980 -5.84715
H -2.42339 3.78977 -7.52206
H -4.21633 5.99713 -6.41725
H -3.33965 5.97500 -7.96148
O 2.80018 -0.38028 4.29866
C 2.34591 -1.15247 5.09380
O 2.40449 -0.94020 6.42431
C 1.87882 -2.07565 7.14124
C 0.97258 -2.79167 6.14364
C 1.67053 -2.48323 4.81943
H 2.71892 -2.69699 7.45681
H 1.36160 -1.70700 8.02228
H 0.86332 -3.85180 6.35909
H -0.01898 -2.33826 6.15397
H 2.44979 -3.21214 4.58415
H 0.99794 -2.39329 3.97058
O -5.21242 4.98306 -4.07352
C -5.76115 4.99017 -3.00828
O -5.88722 6.11041 -2.27721
C -6.51629 5.83325 -1.01252
C -7.28009 4.52951 -1.22882
C -6.40342 3.82787 -2.26559
H -5.73359 5.73770 -0.25765
H -7.15008 6.67758 -0.75861
H -7.42947 3.96977 -0.30867
H -8.25824 4.74040 -1.66044
H -5.60403 3.24469 -1.79919
H -6.95508 3.19944 -2.96063
O 2.54177 -7.63444 2.41392
C 1.90017 -6.67672 2.11148
O 0.54451 -6.71223 2.01320
C 0.04260 -5.45123 1.54731
C 1.12341 -4.43223 1.88733
C 2.38986 -5.27810 1.77132
H -0.12567 -5.52472 0.46994
H -0.90892 -5.26438 2.04002
H 1.10830 -3.55795 1.24183
H 1.00024 -4.10059 2.91995
H 2.78310 -5.29717 0.75285
H 3.18807 -4.98834 2.44978
```

As for the spin multiplicity: 1. The calculation puts the highest occupied orbital energy at -11.56 eV. The frontier orbital gap comes out at 8.0 eV. The LUMO energy comes out at -3.60 eV. Its charge is +1.



(2)
A molecular structure, C27H47AlB3ClF4LiN3NaO9S. Source: the Open Molecules 2025 dataset; level of theory: ωB97M-V/def2-TZVPD.

Structure (XYZ):
```
98
Properties=species:S:1:pos:R:3
C 2.25128 -1.47377 6.07734
C 3.06929 -0.93410 5.38325
C 3.90068 -0.22508 4.38771
B 3.76041 -0.98912 3.00516
O 4.22704 -0.46702 1.78488
B 3.19603 -0.57676 0.87578
O 1.93328 -1.07777 1.18748
B 1.92945 -1.96964 2.26898
C 0.66122 -2.74820 2.79133
C -0.61156 -2.52684 1.92682
C -1.87218 -2.34813 2.82507
C -2.51637 -0.93841 2.67296
C -3.10938 -0.35495 3.97393
C -2.21439 -0.44164 5.23151
C -0.80068 0.15991 5.14481
C -0.68382 1.52982 4.41712
C 0.46413 1.47199 3.37002
C 0.57987 2.86857 2.69909
C 1.04600 2.84242 1.22157
O 0.86665 1.59250 0.58034
C -0.45453 1.37185 0.15366
O 3.12917 -2.22720 2.92237
H 1.50814 -2.15860 6.45299
H 3.60667 0.82751 4.30017
H 4.96411 -0.24064 4.66924
H 3.38348 -0.18588 -0.23506
H 0.94929 -3.80424 2.86822
H 0.44303 -2.39192 3.80992
H -0.49494 -1.67799 1.23756
H -0.72137 -3.40880 1.27872
H -2.61481 -3.07841 2.45416
H -1.65079 -2.63107 3.86411
H -3.36283 -1.05240 1.97764
H -1.80518 -0.27614 2.16726
H -3.42250 0.67376 3.74914
H -4.05568 -0.89960 4.16445
H -2.11491 -1.49503 5.56144
H -2.74924 0.07759 6.04315
H -0.06147 -0.52884 4.72858
H -0.49326 0.33150 6.18211
H -1.62046 1.90834 3.99298
H -0.35205 2.28892 5.14228
H 0.19832 0.66766 2.67511
H 1.41633 1.23956 3.85639
H 1.34033 3.43102 3.25824
H -0.35478 3.42209 2.84799
H 2.08059 3.17096 1.09452
H 0.42914 3.58205 0.67499
H -1.13040 1.98256 0.76704
H -0.52830 1.68768 -0.90845
H -0.73354 0.31214 0.20219
N -5.86157 -0.00696 -1.47983
C -5.56062 0.93997 -0.55000
C -4.22621 0.82181 -0.22527
C -3.71834 -0.23964 -1.00482
C -4.76820 -0.72760 -1.76958
H -6.77760 -0.15161 -1.90356
H -6.31567 1.62204 -0.19788
H -3.68607 1.42970 0.48080
H -2.69812 -0.60925 -1.00906
H -4.81568 -1.52930 -2.49703
Li -3.14181 -3.08942 5.54591
C -0.36729 0.33937 -4.62799
C 0.15308 -1.07382 -4.56922
O -0.21796 -1.93393 -5.33191
N 1.09089 -1.38941 -3.59372
C 1.65347 -0.55696 -2.61572
H -1.08854 0.42808 -5.43888
H -0.85479 0.60078 -3.68883
H 0.45474 1.03538 -4.81655
H 1.38653 -2.36154 -3.61825
H 2.80834 -0.55078 -2.76640
H 1.43589 -0.96970 -1.62727
H 1.27707 0.46014 -2.67877
F -0.76571 -2.83381 5.97151
O 4.30174 0.99645 -3.32560
H 4.78900 0.95020 -4.15661
N 7.46999 0.44004 -5.89752
C 7.77797 1.38771 -4.95452
C 9.11035 1.27230 -4.64902
C 9.62746 0.22205 -5.43842
C 8.59387 -0.26984 -6.19922
H 6.56458 0.28936 -6.30403
H 7.03100 2.05847 -4.58344
H 9.65103 1.87618 -3.93924
H 10.64276 -0.13563 -5.45095
H 8.56596 -1.06329 -6.92630
Al -2.78722 -0.61916 -3.51443
Cl 3.41500 -2.63455 -3.08499
C -8.86663 1.65547 -5.03411
F -9.05657 2.67921 -4.18899
F -10.06429 1.12069 -5.28388
F -8.41182 2.16867 -6.18273
S -7.70058 0.41305 -4.34255
O -8.31809 -0.04445 -3.10338
O -6.45850 1.14367 -4.12583
O -7.59809 -0.61013 -5.35210
Na 5.52077 2.73782 -3.72811
```

As for the spin multiplicity: 1. The calculation puts the highest occupied orbital energy at -10.51 eV. The frontier orbital gap comes out at 1.4 eV. The LUMO energy comes out at -9.08 eV. Its charge is +1.



(3)
5 unconnected molecules or ions with the total composition C27H47BrO11S4. Source: the Open Molecules 2025 dataset; level of theory: ωB97M-V/def2-TZVPD.

Structure (XYZ):
```
90
Properties=species:S:1:pos:R:3
C -2.71470 -1.56219 2.83471
C -1.94678 -1.77228 1.49812
C -1.30676 -0.39404 1.07017
Br -2.45333 1.17174 1.46335
C -0.90368 -0.45884 -0.40836
C 0.20407 -1.01803 -0.92588
C 1.22914 -1.72773 -0.04366
C 2.38301 -2.42271 -0.82581
C 3.46072 -2.79830 0.25885
C 1.93702 -3.78979 -1.47319
C 0.14895 -0.77169 -2.46195
O 0.80125 -1.16396 -3.34909
O -0.88700 0.13131 -2.67604
C -1.71540 0.11299 -1.57728
O -2.83117 0.42915 -1.56937
H -2.11941 -0.86455 3.46330
H -2.77930 -2.52770 3.37478
H -3.71219 -1.11297 2.68426
H -1.08626 -2.44553 1.69144
H -2.57869 -2.11470 0.65884
H -0.36685 -0.20045 1.62329
H 1.59917 -1.07804 0.77618
H 0.68049 -2.55286 0.46974
H 2.81307 -1.79537 -1.62504
H 3.84827 -1.91199 0.79209
H 4.25833 -3.42762 -0.18571
H 2.93447 -3.46270 0.98199
H 0.83969 -3.91769 -1.52703
H 2.40168 -3.88972 -2.47326
H 2.34310 -4.62067 -0.85748
C -0.25111 1.73465 7.56873
C -1.64521 1.97674 6.97583
C -1.51130 1.92217 5.45078
S -0.12471 0.84467 5.10989
O 0.92508 1.61933 4.49763
O -0.61342 -0.38499 4.52075
C 0.31643 0.53684 6.81450
H -0.29359 1.54747 8.64198
H 0.37792 2.61319 7.40361
H -2.32567 1.19043 7.31517
H -2.06183 2.93098 7.29828
H -2.40066 1.51755 4.98072
H -1.28659 2.90169 5.03358
H 1.39669 0.44013 6.90528
H -0.17067 -0.38928 7.12279
C 3.46983 2.55698 -4.49745
C 4.77531 2.16427 -3.80271
C 4.56440 2.34324 -2.29481
S 2.81052 2.10324 -2.00257
O 2.24525 3.34906 -1.54908
O 2.60328 0.86021 -1.29439
C 2.35937 1.86721 -3.71579
H 3.46413 2.25913 -5.54405
H 3.33963 3.64229 -4.45263
H 5.00258 1.11851 -4.02259
H 5.61609 2.76268 -4.15498
H 5.12705 1.61160 -1.71762
H 4.82357 3.35050 -1.97069
H 1.37474 2.29365 -3.89969
H 2.34749 0.79450 -3.91237
C 3.62952 -2.99237 -7.71779
C 2.37072 -3.25301 -6.88345
C 2.12618 -2.01065 -6.01962
S 2.82554 -0.62933 -6.92162
O 3.94157 -0.10399 -6.16836
O 1.76353 0.21916 -7.40062
C 3.46568 -1.58826 -8.28775
H 3.75259 -3.73287 -8.50832
H 4.51305 -3.03393 -7.07518
H 1.51890 -3.41139 -7.54980
H 2.47348 -4.14599 -6.26652
H 1.06602 -1.83373 -5.85698
H 2.64028 -2.08037 -5.06226
H 4.39986 -1.15383 -8.63870
H 2.72037 -1.56985 -9.08359
C -7.03739 1.14091 4.39459
C -6.55705 1.21804 2.94073
C -5.91390 2.59411 2.74197
S -5.28774 3.09139 4.34714
O -6.02281 4.24779 4.79233
O -3.84418 3.06508 4.32514
C -5.88111 1.66113 5.24095
H -7.31343 0.12476 4.67660
H -7.91491 1.77900 4.52813
H -5.81485 0.43574 2.76031
H -7.37436 1.06158 2.23674
H -5.09003 2.55606 2.03145
H -6.64472 3.33640 2.42325
H -6.17869 1.95198 6.24674
H -5.06763 0.93478 5.28440
```

As for the spin multiplicity: 1. The calculation puts the highest occupied orbital energy at -9.64 eV. The frontier orbital gap comes out at 9.7 eV. As for the SMILES: CC[C@H](Br)C1=C(CC(C)C)C(=O)OC1=O.O=S1(=O)CCCC1.O=S1(=O)CCCC1.O=S1(=O)CCCC1.O=S1(=O)CCCC1. The LUMO energy comes out at 0.05 eV. Its charge is 0.



> Which value of frontier orbital gap does entry 1 give?

8.0 eV



> Look up the highest occupied orbital energy of the second one.

-10.51 eV



> Look up the frontier orbital gap of the second one.

1.4 eV